1.
Molecular formula: C7H5Br3NO2ReSbSe4
Method: DFT, wB97M-V/def2-TZVPD

Last column: Mulliken charge in e.
Geometry (Å):
1 Re -0.627 0.461 -0.066  0.838
2 Br -3.046 -1.920 2.249  -0.047
3 C -1.500 -2.799 1.584  0.266
4 C -1.284 -4.130 1.920  -0.647
5 C -0.120 -4.727 1.465  -0.376
6 C 0.777 -3.988 0.697  -0.755
7 C 0.445 -2.680 0.409  0.716
8 N -0.673 -2.088 0.842  0.018
9 C 1.358 -1.826 -0.404  0.213
10 O 2.430 -2.096 -0.807  -0.420
11 O 0.772 -0.594 -0.748  -0.269
12 H -2.002 -4.671 2.520  0.451
13 H 0.088 -5.761 1.709  0.489
14 H 1.704 -4.408 0.330  0.501
15 Br 0.263 0.240 2.675  0.095
16 C 0.296 2.149 2.736  -0.471
17 Br -0.204 2.716 0.897  0.125
18 H 1.299 2.522 2.913  0.433
19 H -0.456 2.538 3.414  0.432
20 Se 0.279 -0.261 -3.899  0.101
21 Sb -1.916 0.662 -4.337  1.036
22 Se -2.777 0.103 0.042  0.132
23 Se -0.439 1.481 -2.296  0.158
24 Se -4.001 1.101 -5.112  -0.019

Net charge = +3
Energy above the lowest of the compared OMol25 structures with the same formula, charge and spin = 56.2 kJ/mol
Highest occupied orbital energy = -0.6763 Ha
Spin multiplicity = 1
Maximum force = 0.64 eV/Å
DFT total energy = -18120.13363 Ha


2.
Molecular formula: C7H5Br3O
Method: DFT, wB97M-V/def2-TZVPD

Last column: Mulliken charge in e.
Geometry (Å):
1 Br 1.070 -2.529 -3.518  -0.034
2 Br 2.121 -2.761 -0.539  -0.020
3 Br -0.862 -3.101 -1.414  0.014
4 O 0.559 -0.592 -1.726  -0.254
5 C -0.637 1.650 1.755  -0.303
6 C -0.305 0.292 1.928  -0.798
7 C -0.688 2.257 0.459  -0.682
8 C 0.122 -0.511 0.803  0.154
9 C -0.262 1.428 -0.658  -0.247
10 C 0.130 0.044 -0.526  0.772
11 C 0.729 -1.988 -1.735  -0.101
12 H -1.006 2.245 2.608  0.315
13 H -0.279 0.064 2.991  0.314
14 H -0.932 3.220 0.284  0.485
15 H 0.486 -1.581 1.007  0.125
16 H -0.246 1.863 -1.719  0.259

Energy above the lowest of the compared OMol25 structures with the same formula, charge and spin = 82.3 kJ/mol
Highest occupied orbital energy = -0.3415 Ha
Spin multiplicity = 1
Maximum force = 6.65 eV/Å
DFT total energy = -8066.95367 Ha


3.
Molecular formula: C7H5BrF2O
Method: DFT, wB97M-V/def2-TZVPD

Last column: Mulliken charge in e.
Geometry (Å):
1 O 3.728 1.093 0.603  -0.453
2 C 2.575 1.385 0.644  -0.059
3 C 1.453 0.539 0.110  -0.012
4 Br 1.891 -1.024 -0.695  0.017
5 C 0.242 1.208 -0.173  0.829
6 F 0.005 2.383 0.535  -0.282
7 C -0.944 0.919 -0.858  -0.556
8 C -1.483 -0.268 -1.072  -0.249
9 C -1.326 -1.490 -0.364  -0.558
10 C -1.005 -1.762 0.913  -0.011
11 F -1.112 -3.058 1.390  -0.256
12 H 2.137 2.257 1.208  0.302
13 H -1.590 1.719 -1.259  0.281
14 H -2.230 -0.370 -1.807  0.346
15 H -1.881 -2.278 -0.872  0.277
16 H -0.460 -1.255 1.698  0.384

Energy above the lowest of the compared OMol25 structures with the same formula, charge and spin = 250.8 kJ/mol
Highest occupied orbital energy (alpha / beta) = -0.3303 / -0.3303 Ha
Spin multiplicity = 1
Maximum force = 3.85 eV/Å
SMILES string = O=C/C(Br)=C(F)/C=C\C=C\F
DFT total energy = -3118.60473 Ha


4.
Molecular formula: C7H5BrNO2
Method: DFT, wB97M-V/def2-TZVPD

Last column: Mulliken charge in e.
Geometry (Å):
1 C 1.205 0.421 1.598  -0.455
2 C 1.428 -0.421 0.489  -0.244
3 C -0.147 0.431 1.808  -0.557
4 C 0.225 -0.955 0.055  -0.247
5 C -0.480 1.236 -1.930  -0.078
6 C -0.756 2.246 -1.374  -0.322
7 C -0.260 -2.058 -1.051  0.435
8 N -0.703 -0.404 0.872  0.042
9 O -0.826 -3.041 -0.534  -0.680
10 O 0.103 -1.836 -2.223  -0.715
11 Br -1.282 3.949 -0.940  -0.113
12 H 1.969 1.107 1.822  0.382
13 H 2.383 -0.836 0.278  0.406
14 H -0.438 0.266 -2.320  0.497
15 H -0.725 0.742 2.695  0.341
16 H -1.696 -0.846 0.755  0.309

Net charge = -1
Energy above the lowest of the compared OMol25 structures with the same formula, charge and spin = 96.2 kJ/mol
Highest occupied orbital energy = -0.1548 Ha
Spin multiplicity = 1
Maximum force = 3.70 eV/Å
DFT total energy = -3048.94918 Ha


5.
Molecular formula: C7H5ClF4N2
Method: DFT, wB97M-V/def2-TZVPD

Last column: Mulliken charge in e.
Geometry (Å):
1 F 4.067 0.569 -0.669  -0.193
2 N 2.678 0.701 -0.706  0.201
3 F 2.486 2.034 -0.291  -0.167
4 C 1.985 -0.132 0.145  0.350
5 Cl 2.811 -1.249 1.192  -0.184
6 C 0.660 -0.195 -0.131  0.055
7 C 0.036 0.784 -1.042  -0.430
8 C -1.192 1.297 -0.737  -0.548
9 C -1.739 1.035 0.541  -0.249
10 C -1.447 -0.018 1.210  -0.614
11 C -0.490 -1.071 0.586  0.109
12 N -1.528 -2.067 0.120  0.014
13 F -2.149 -1.496 -0.996  -0.176
14 F -0.931 -3.328 -0.356  -0.238
15 H 0.662 1.228 -1.855  0.367
16 H -1.624 2.119 -1.209  0.500
17 H -2.583 1.629 0.846  0.352
18 H -1.918 -0.261 2.096  0.439
19 H 0.217 -1.579 1.257  0.414

Energy above the lowest of the compared OMol25 structures with the same formula, charge and spin = 119.0 kJ/mol
Highest occupied orbital energy = -0.3344 Ha
Spin multiplicity = 1
Maximum force = 3.83 eV/Å
SMILES string = FN(F)/C(Cl)=C1\C=CC=C[C@H]1N(F)F
DFT total energy = -1238.52791 Ha


6.
Molecular formula: C7H5ClN4
Method: DFT, wB97M-V/def2-TZVPD

Last column: Mulliken charge in e.
Geometry (Å):
1 Cl 2.485 -2.194 0.782  -0.202
2 C 1.184 -1.634 -0.101  0.296
3 C 0.584 -0.434 0.428  0.504
4 N 0.916 -0.092 1.698  -0.507
5 C 0.380 1.016 2.167  0.091
6 C -0.235 1.941 1.373  -1.059
7 C -0.882 1.345 0.305  0.165
8 N -0.460 0.213 -0.138  0.159
9 N -1.505 -0.372 -1.232  -0.384
10 N -1.196 -1.255 -1.962  -0.232
11 C -0.230 -2.142 -2.101  -0.491
12 C 0.869 -2.285 -1.249  -0.335
13 H 0.608 1.075 3.245  0.431
14 H -0.503 2.873 1.655  0.448
15 H -1.838 1.756 -0.265  0.355
16 H -0.538 -2.827 -2.902  0.334
17 H 1.411 -3.102 -1.550  0.430

Energy above the lowest of the compared OMol25 structures with the same formula, charge and spin = 245.1 kJ/mol
Highest occupied orbital energy (alpha / beta) = -0.2650 / -0.2650 Ha
Spin multiplicity = 1
Maximum force = 3.04 eV/Å
SMILES string = ClC1=C2N=CC=CN2N=NC=C1
DFT total energy = -948.79921 Ha


7.
Molecular formula: C7H5F3NO
Method: DFT, wB97M-V/def2-TZVPD

Last column: Mulliken charge in e.
Geometry (Å):
1 C -1.558 1.612 0.953  -0.384
2 C -0.182 1.455 1.141  -0.679
3 C -2.296 0.723 0.170  -0.304
4 C 0.446 0.307 0.662  -0.180
5 C -1.697 -0.360 -0.405  -0.446
6 C -0.327 -0.602 -0.125  0.625
7 C 2.440 -0.958 -0.945  0.169
8 N 0.305 -1.817 -0.589  -0.125
9 O -0.172 -2.338 -1.609  -0.530
10 F 3.154 -1.057 0.232  -0.304
11 F 3.250 -1.605 -1.766  -0.252
12 F 2.599 0.345 -1.273  -0.240
13 H -2.148 2.334 1.414  0.407
14 H 0.304 2.240 1.675  0.366
15 H -3.362 0.874 0.288  0.299
16 H 1.542 0.089 0.837  0.334
17 H -2.299 -1.242 -0.660  0.245

Net charge = -1
Highest occupied orbital energy (alpha / beta) = -0.1097 / -0.1041 Ha
Spin multiplicity = 1
Maximum force = 2.30 eV/Å
DFT total energy = -699.23601 Ha


8.
Molecular formula: C7H5N2O4
Method: DFT, wB97M-V/def2-TZVPD

Last column: Mulliken charge in e.
Geometry (Å):
1 C 0.014 0.760 -2.581  -0.100
2 C -0.808 1.488 -1.726  -0.566
3 C 0.685 -0.387 -2.240  -0.608
4 C -0.853 1.144 -0.403  -0.339
5 C 0.584 -0.751 -0.898  -0.159
6 C -0.143 0.009 -0.065  0.420
7 C 1.104 0.079 2.446  0.556
8 N -0.243 -0.388 1.844  -0.263
9 N -0.938 -1.382 2.253  1.115
10 O 1.993 -0.540 1.874  -0.662
11 O -1.582 -2.105 1.495  -0.696
12 O 1.115 0.813 3.360  -0.621
13 O -0.786 -1.596 3.458  -0.692
14 H 0.109 0.978 -3.740  0.179
15 H -1.323 2.366 -2.173  0.288
16 H 1.438 -0.627 -3.002  0.294
17 H -1.381 1.634 0.375  0.465
18 H 1.016 -1.496 -0.277  0.390

Net charge = -1
Energy above the lowest of the compared OMol25 structures with the same formula, charge and spin = 280.9 kJ/mol
Highest occupied orbital energy = -0.1811 Ha
Spin multiplicity = 1
Maximum force = 7.04 eV/Å
DFT total energy = -680.08703 Ha


9.
Molecular formula: C7H5N5O2
Method: DFT, wB97M-V/def2-TZVPD

Last column: Mulliken charge in e.
Geometry (Å):
1 C 2.204 0.588 1.270  -0.370
2 C 2.090 1.240 0.058  -0.566
3 C 1.171 -0.194 1.789  -0.474
4 C 0.875 1.231 -0.609  -0.292
5 C -0.001 -0.238 1.096  -0.157
6 C -0.173 0.430 -0.088  0.725
7 C -1.538 0.302 -0.793  -0.151
8 N -1.811 0.223 -2.065  0.630
9 N 1.006 -2.814 -0.912  -0.105
10 N -2.310 0.178 -3.062  -0.664
11 N 0.045 -2.536 -1.385  0.111
12 N -2.707 -0.156 0.003  0.986
13 O -2.689 0.137 1.161  -0.568
14 O -3.564 -0.724 -0.567  -0.637
15 H 3.218 0.413 1.762  0.258
16 H 2.931 1.717 -0.341  0.451
17 H 1.302 -0.701 2.788  0.325
18 H 0.792 1.977 -1.461  0.286
19 H -0.842 -1.075 1.358  0.212

Energy above the lowest of the compared OMol25 structures with the same formula, charge and spin = 0.0 kJ/mol
Highest occupied orbital energy = -0.3252 Ha
Spin multiplicity = 1
Maximum force = 4.63 eV/Å
DFT total energy = -693.85729 Ha


10.
Molecular formula: C7H5N5O2
Method: DFT, wB97M-V/def2-TZVPD

Last column: Mulliken charge in e.
Geometry (Å):
1 O 2.905 2.756 0.308  -0.483
2 N 2.593 2.581 -0.869  0.852
3 O 3.340 2.431 -1.762  -0.526
4 C 1.131 2.581 -1.195  1.070
5 C 0.538 1.299 -0.566  0.310
6 C 1.388 0.361 -0.090  -0.279
7 C 0.882 -0.824 0.568  -0.778
8 C -0.475 -0.988 0.588  -0.380
9 C -1.321 -0.156 -0.097  -0.559
10 C -0.879 1.015 -0.689  -0.505
11 N 0.804 2.653 -2.538  0.006
12 N -0.005 3.483 -2.837  -0.282
13 N -0.405 4.233 -1.600  -0.213
14 N 0.242 3.853 -0.702  -0.019
15 H 2.477 0.313 0.025  0.278
16 H 1.613 -1.295 1.121  0.424
17 H -1.018 -1.842 0.999  0.316
18 H -2.358 -0.356 -0.227  0.391
19 H -1.524 1.442 -1.406  0.377

Energy above the lowest of the compared OMol25 structures with the same formula, charge and spin = 235.6 kJ/mol
Highest occupied orbital energy = -0.3707 Ha
Spin multiplicity = 1
Maximum force = 4.28 eV/Å
SMILES string = O=[N+]([O-])C1(c2ccccc2)N=NN=N1
DFT total energy = -693.76757 Ha


11.
Molecular formula: C7H5NO2
Method: DFT, wB97M-V/def2-TZVPD

Last column: Mulliken charge in e.
Geometry (Å):
1 C -1.153 0.944 -0.079  -0.504
2 C -0.782 -0.633 -0.604  -0.184
3 C -0.898 -0.404 0.764  -0.269
4 C 1.376 0.727 -0.051  0.495
5 C 2.402 -0.237 0.008  -0.983
6 C 0.067 0.469 -0.947  0.001
7 C 0.053 0.703 0.932  -0.311
8 N 3.741 -0.008 0.061  0.969
9 O 4.205 1.084 -0.080  -0.624
10 O 4.408 -1.014 0.118  -0.643
11 H -1.956 1.617 -0.235  0.456
12 H -1.388 -1.252 -1.332  0.316
13 H -1.383 -0.995 1.444  0.513
14 H 1.501 1.803 -0.022  0.313
15 H 2.200 -1.256 -0.016  0.457

Energy above the lowest of the compared OMol25 structures with the same formula, charge and spin = 1077.7 kJ/mol
Highest occupied orbital energy (alpha / beta) = -0.3075 / -0.3074 Ha
Spin multiplicity = 1
Maximum force = 4.22 eV/Å
DFT total energy = -474.54837 Ha


12.
Molecular formula: C7H5NO2S
Method: DFT, wB97M-V/def2-TZVPD

Last column: Mulliken charge in e.
Geometry (Å):
1 O 0.706 -2.790 1.394  -0.515
2 C 0.054 -2.110 0.669  0.866
3 O -1.119 -2.685 0.113  -0.381
4 S -2.282 -2.035 -1.013  0.122
5 N -2.060 -0.420 -0.439  -0.383
6 C -0.777 0.079 -0.281  0.665
7 C -0.520 1.428 -0.527  -0.700
8 C 0.712 1.987 -0.246  -0.529
9 C 1.735 1.204 0.271  -0.570
10 C 1.499 -0.131 0.535  -0.550
11 C 0.255 -0.705 0.282  0.226
12 H -2.740 0.221 -0.819  0.275
13 H -1.309 2.044 -0.937  0.287
14 H 0.869 3.040 -0.434  0.371
15 H 2.706 1.630 0.477  0.393
16 H 2.270 -0.758 0.956  0.425

Energy above the lowest of the compared OMol25 structures with the same formula, charge and spin = 0.0 kJ/mol
Highest occupied orbital energy = -0.3075 Ha
Spin multiplicity = 1
Maximum force = 2.97 eV/Å
SMILES string = O=C1OSNc2ccccc21
DFT total energy = -873.13882 Ha